Computed, not measured: a molecular structure, C28H50CrP2Si at a distorted geometry, with ωB97M-V with the def2-TZVPD basis set.

Last column: Mulliken charge in e.
Element x y z (Å)
Cr 0.6760 -1.1630 0.5115  -0.207
P 1.4598 -1.2323 -1.3869  2.331
P -0.5750 0.5534 -3.0061  1.394
Si 3.1810 2.4420 2.8129  0.018
C -3.6010 1.5488 -3.3268  -1.044
C -4.8536 1.5243 -2.4233  -0.713
C -2.2634 2.1435 -0.7403  -0.176
C -0.4305 2.3243 -3.5308  -1.539
C -3.6229 2.7551 -0.5747  -0.587
C 1.1799 -2.2431 2.3399  -0.079
C -4.7457 2.4140 -1.2262  -0.569
C 2.5538 -2.2162 2.9024  -1.636
C -2.3157 0.5972 -0.5079  1.153
C 1.7440 0.4654 0.8980  -0.263
C 0.0973 -1.3783 2.7282  0.814
C 1.0843 0.3638 -2.2071  -1.750
C -0.3797 -0.2511 -4.6606  -1.473
C 2.3100 1.2859 1.6603  -0.363
C 0.6534 -3.2023 1.3815  1.033
C 0.5561 -2.5427 -2.3078  -1.494
C -1.6672 -3.6785 0.3178  -1.555
C 3.1933 -1.6369 -1.7160  -1.455
C 0.1861 -0.2718 3.7063  -1.249
C -1.0694 -1.7539 1.9829  1.119
C 5.0374 2.1405 2.8423  -1.040
C -0.7326 -2.8831 1.1542  0.814
C 2.8590 4.2043 2.2920  -1.103
C -2.4337 -1.2419 2.2363  -2.191
C -2.9987 -0.0610 -1.6066  -1.957
C 2.5286 2.2799 4.5736  -0.944
C 1.3929 -4.3711 0.8343  -1.641
C -2.6236 0.3725 -2.9210  0.591
H -1.9036 -4.6425 0.7908  0.321
H -0.2075 0.5272 -5.4167  0.415
H 2.6669 4.2438 1.2143  0.332
H 2.5277 -2.1304 3.9957  0.360
H 5.5014 2.8021 3.5889  0.342
H -2.4185 -0.1584 2.3875  0.568
H -1.5657 2.6039 -0.0239  0.556
H 2.3266 1.2381 4.8538  0.205
H -5.7035 2.7911 -0.8577  0.399
H 1.8905 0.5644 -2.9376  0.730
H -5.7302 1.8016 -3.0280  0.495
H 0.8101 0.5200 3.2830  -0.385
H -3.0956 -1.4624 1.3927  0.548
H -3.9191 1.3923 -4.3645  0.474
H -2.7852 -0.3987 -3.6889  0.842
H 5.2861 1.1047 3.1114  0.302
H -2.8066 0.4067 0.4487  0.787
H 3.0991 -1.3443 2.5151  0.206
H 0.6583 -0.5852 4.6393  0.485
H -3.1395 2.5390 -3.2811  0.309
H -3.6443 3.5220 0.2144  0.402
H -1.8227 2.3730 -1.7190  -0.207
H -1.2909 -0.7989 -4.9313  0.389
H 0.9224 -2.5875 -3.3450  0.471
H 1.1420 1.1326 -1.4135  0.386
H -1.2571 0.2316 -0.3729  -1.488
H -5.0222 0.4916 -2.0736  0.351
H -0.8008 0.1339 3.9360  0.380
H 0.4602 -0.9563 -4.6809  0.415
H -0.5288 -2.3728 -2.3052  0.230
H 5.4949 2.3629 1.8681  0.327
H 3.7267 4.8351 2.5213  0.309
H 0.7221 -3.5203 -1.8302  0.365
H 2.4562 -4.1392 0.7046  0.368
H 3.6930 -1.8249 -0.7598  0.337
H -1.3984 2.8213 -3.6376  0.266
H 3.0916 -3.1356 2.6402  0.330
H 3.2653 2.6859 5.2821  0.395
H 1.5997 2.8568 4.6858  0.319
H -1.2365 -3.8929 -0.6678  0.272
H -3.4567 -1.0384 -1.4212  0.334
H 0.0787 2.3635 -4.5035  0.587
H 0.9828 -4.6942 -0.1287  0.393
H 1.9873 4.6082 2.8209  0.311
H -2.6066 -3.1395 0.1659  0.334
H 3.7177 -0.8209 -2.2382  0.413
H -2.8934 -1.6752 3.1378  0.295
H 3.2413 -2.5558 -2.3132  0.441
H 0.1701 2.8759 -2.7950  0.411
H 1.3340 -5.2424 1.5047  0.332

Its net charge is +1. Its multiplicity is 4. For the energy relative to the best compared isomer or geometry (same formula, charge and spin), the calculation gives 0.0000 eV. For the orbital gap (alpha / beta), the calculation gives 6.318 / 5.060 eV. Its energy is -84712.3368 eV.

Computed, not measured: a molecular structure, C28H50N3O3ReSSi2Te, with ωB97M-V with the def2-TZVPD basis set.

Last column: Mulliken charge in e.
Element x y z (Å)
Re -0.0732 -0.7312 1.6838  2.373
Te 0.6493 -0.5098 -2.0650  -0.426
S -0.1421 -2.9866 0.7336  0.061
Si -1.1980 -2.2860 -4.3760  0.284
Si 2.3958 1.7013 -3.9619  0.177
O 3.8910 -0.1130 1.1265  -0.575
O 1.7804 -0.8644 1.0326  -0.791
O -0.2505 1.2700 0.4071  -0.313
N -2.2754 -0.9538 1.6198  -0.468
N 1.0282 0.6370 2.9614  0.311
N -0.4716 -1.8276 3.4667  -0.461
C 0.4740 -2.9877 3.4903  -0.667
C 2.0612 3.4528 -4.4527  -1.060
C 3.2601 1.2391 3.6268  -1.121
C -0.0913 3.6284 0.6818  -0.638
C 0.2920 -3.8916 2.2692  -0.907
C 0.7209 2.3782 0.4311  0.024
C 0.5081 -2.0427 -3.4687  -0.807
C -0.7838 -2.5187 -6.1573  -1.083
C 3.5478 1.6006 -2.4943  -0.959
C 1.3803 2.1118 4.8468  0.714
C 2.9224 0.5664 -5.3276  -1.019
C -1.9487 -3.2305 0.5814  -0.641
C 0.5134 1.4351 3.9573  -0.324
C -2.0008 -3.7691 -3.5870  -0.947
C 2.3456 0.5895 2.7983  0.552
C -1.5907 1.8405 0.2782  -0.542
C -2.6572 -1.8925 0.5141  -0.890
C -1.4042 3.3119 -0.0332  -0.648
C 2.7913 -0.1652 1.5790  0.380
C -2.3197 -0.8152 -4.0597  -0.772
C 2.7744 1.9722 4.6757  -0.748
C 0.6198 1.0737 -3.4103  -0.602
C -1.3833 2.4891 5.0064  -1.146
C 0.8237 2.9591 5.8394  -0.874
C -2.8346 -1.3304 2.9531  -0.734
C -0.8802 1.6333 4.0659  0.709
C -1.8856 -2.2658 3.6776  -0.711
C -0.5235 3.1552 5.9093  -0.860
H -1.9846 -3.2905 3.3334  0.328
H -2.1984 -0.0114 -4.7885  0.428
H -1.6762 -2.7990 -6.7219  0.367
H 2.1303 0.3953 -6.0595  0.323
H -2.1120 -2.2692 4.7441  0.530
H -1.5353 1.1339 3.3626  0.304
H -2.7175 -0.0780 1.3545  0.244
H 0.3266 -3.5793 4.3968  0.520
H 0.0784 0.7309 -4.2927  0.503
H -2.4493 2.6696 5.0608  0.522
H 3.4881 2.4934 -1.8672  0.280
H -3.7386 -2.0514 0.5225  0.608
H 1.4699 2.1746 1.1847  0.032
H -2.9635 -0.4141 3.5269  0.455
H -2.2924 -3.8582 1.3995  0.427
H 3.2624 -0.3992 -4.9434  0.340
H -0.3810 -1.6093 -6.6081  0.366
H -2.1265 -3.7782 -0.3430  0.477
H -0.9400 3.8281 6.6460  0.454
H -3.8183 -1.7896 2.8405  0.508
H 1.4925 3.4633 6.5254  0.485
H 3.3830 0.7296 -1.8510  0.243
H -2.5014 -3.5060 -2.6503  0.185
H 1.2061 2.4050 -0.5477  0.059
H -0.4642 -4.6631 2.4072  0.487
H -3.3602 -1.1422 -4.1229  0.429
H 0.7670 -2.9654 -2.9458  0.683
H 1.2779 -1.8468 -4.2208  0.385
H 4.5807 1.5240 -2.8420  0.466
H 0.0796 1.8997 -2.9427  0.408
H -2.1773 -0.3767 -3.0649  -0.006
H -0.0523 -3.3185 -6.2922  0.356
H -1.3122 -4.5966 -3.4062  0.386
H 1.2304 -4.4045 2.0638  0.493
H -2.1100 1.7280 1.2342  0.354
H -1.3184 3.4820 -1.1069  0.264
H 3.4479 2.4577 5.3716  0.516
H -2.4021 -1.3930 -0.4225  0.242
H 1.4837 -2.5798 3.5204  0.308
H 3.7671 1.0014 -5.8678  0.377
H 0.4010 4.5129 0.2834  0.486
H -2.1184 1.2856 -0.5009  0.325
H 1.7335 4.0451 -3.5954  0.340
H 2.9642 3.9214 -4.8517  0.380
H -0.2591 3.7764 1.7503  0.272
H -2.7779 -4.1461 -4.2574  0.393
H 1.2960 3.5182 -5.2292  0.355
H -0.2210 -1.2147 4.2419  0.363
H 4.3153 1.1383 3.4134  0.662
H -2.2383 3.9028 0.3395  0.435

Its net charge is +3. Its multiplicity is 4. For the energy relative to the best compared isomer or geometry (same formula, charge and spin), the calculation gives 1.0607 eV. For the orbital gap (alpha / beta), the calculation gives 8.101 / 6.047 eV. Its energy is -76451.5988 eV.

Computed, not measured: a molecular structure, C28H50N8O8Sn at a distorted geometry, with ωB97M-V with the def2-TZVPD basis set.

Last column: Mulliken charge in e.
Element x y z (Å)
Sn 8.2898 -16.5921 -19.1414  1.415
O 11.2395 -18.7508 -10.4520  -0.756
O 5.5016 -17.5392 -19.5020  -0.663
O 8.8488 -18.2376 -14.7613  -0.039
O 7.6144 -17.3512 -16.4481  -1.525
O 9.4560 -18.3890 -16.8883  -0.391
O 10.7215 -14.7507 -18.3042  -0.496
O 10.9645 -17.7410 -19.5854  -0.584
O 7.3204 -14.5371 -11.3483  -0.712
N 9.4648 -18.8145 -11.8421  0.479
N 5.0563 -16.8260 -15.1586  0.817
N 11.2639 -19.9149 -14.7345  1.749
N 11.8277 -14.7099 -16.3358  -0.151
N 5.7714 -19.1774 -17.9860  0.255
N 8.1544 -15.2284 -13.3365  0.368
N 7.9325 -20.8338 -14.6268  1.504
N 11.0203 -19.7018 -18.5345  0.115
C 11.5081 -14.2090 -17.5217  0.577
C 12.2091 -12.9121 -17.9109  -1.262
C 4.3626 -17.7138 -14.4158  -0.310
C 4.3088 -15.6542 -15.1582  -0.686
C 13.4206 -20.5337 -14.9656  -0.482
C 7.5095 -22.8834 -15.5090  -0.555
C 12.7133 -21.5426 -14.2632  -0.886
C 8.5957 -19.7511 -11.1341  -1.157
C 3.0630 -15.9073 -14.5183  -0.632
C 12.5178 -19.5513 -15.2205  -0.597
C 11.2657 -16.0248 -15.9389  -0.354
C 11.5806 -21.0166 -18.1424  -0.938
C 11.5080 -17.5514 -12.4646  -0.193
C 8.8587 -14.0407 -13.7122  -1.036
C 5.1729 -18.6416 -19.0660  0.831
C 8.2932 -21.7808 -15.5586  -0.719
C 3.2286 -17.1792 -13.9415  -0.557
C 5.4515 -20.4391 -17.3328  -0.879
C 11.4652 -18.8613 -19.4770  0.681
C 6.6373 -22.6657 -14.4284  -1.096
C 11.5000 -21.0322 -13.9531  -0.672
C 8.5591 -18.0443 -15.9897  0.801
C 6.8470 -21.3817 -14.0042  -0.580
C 6.8391 -16.7617 -12.0372  -0.283
C 7.4037 -15.3813 -12.2382  0.633
C 10.7225 -18.4467 -11.5166  0.749
C 4.2314 -19.5218 -19.8465  -1.429
C 12.6432 -19.2431 -20.3203  -1.292
H 6.3522 -20.7260 -13.3012  0.531
H 12.2414 -12.2973 -17.0104  0.391
H 6.2616 -21.1354 -17.5375  0.380
H 9.3333 -20.3700 -10.6203  0.489
H 6.9231 -17.4533 -12.8736  -0.287
H 12.5302 -14.2948 -15.7480  0.266
H 10.6270 -21.5336 -13.5584  0.362
H 13.2286 -22.4262 -13.9193  0.451
H 11.9423 -16.7012 -16.4603  0.254
H 7.2507 -17.1432 -11.1063  0.025
H 8.0851 -20.3909 -11.8489  0.263
H 4.4916 -20.8642 -17.6227  0.473
H 11.6025 -12.3184 -18.5937  0.337
H 13.2460 -18.3528 -20.4910  0.350
H 5.9501 -17.0527 -15.5636  0.093
H 12.4011 -20.7903 -17.4621  0.361
H 8.5123 -16.0910 -13.7285  -0.307
H 8.2560 -19.8620 -14.6465  -0.657
H 11.1549 -16.1276 -14.8629  0.374
H 12.2683 -19.6473 -21.2614  0.269
H 4.7677 -18.7128 -14.3343  0.188
H 10.3734 -19.2905 -17.8620  0.388
H 9.6415 -13.7600 -13.0015  0.288
H 5.8458 -23.3289 -14.1147  0.371
H 7.9739 -19.2142 -10.4205  0.298
H 10.2709 -16.2024 -16.3404  -0.049
H 9.0734 -21.6007 -16.2850  0.296
H 13.3265 -19.9692 -19.8819  0.389
H 4.5535 -14.7182 -15.6341  0.424
H 4.5184 -20.5485 -20.0684  0.405
H 2.1537 -15.3480 -14.3717  0.414
H 4.0624 -19.1363 -20.8553  0.389
H 14.4859 -20.4934 -15.1294  0.475
H 9.2317 -18.4026 -12.7365  -0.613
H 10.7675 -21.5280 -17.6339  0.137
H 12.5928 -18.6173 -15.7572  0.007
H 3.1924 -19.4806 -19.5127  0.349
H 5.3647 -20.3611 -16.2491  0.017
H 10.9644 -17.0864 -13.2881  -0.536
H 13.1530 -13.1078 -18.4153  0.270
H 7.5505 -23.8171 -16.0465  0.507
H 12.1710 -18.2777 -12.9398  -0.018
H 12.0960 -16.8225 -11.9137  0.504
H 10.4049 -19.3785 -14.8035  -0.314
H 11.9403 -21.5648 -19.0097  0.477
H 2.5119 -17.6979 -13.3220  0.435
H 9.3848 -14.0927 -14.6650  0.286
H 5.7781 -16.5159 -11.9449  0.415
H 6.4264 -18.6364 -17.4279  -0.052
H 8.0602 -13.2969 -13.7264  0.379

Its multiplicity is 1. For the orbital gap, the calculation gives 4.691 eV. Its energy is -63978.6847 eV.

The lowest multiplicity belongs to which entry?
C28H50N8O8Sn